# 1
C16H13IN4Tl as an isolated structure in a non-equilibrium geometry, computed with wB97M-V/def2-TZVPD.

Energy above the lowest of the compared OMol25 structures with the same formula, charge and spin (kJ/mol): 3.60
Total charge: +1
HOMO-LUMO gap (eV): 7.63
Multiplicity: 1
E_HOMO (eV): -11.933
DFT total energy (eV): -35551.4770

Element x y z (Å)
Tl -0.789 -2.115 -1.518
C 4.751 0.105 -1.113
C 4.032 -1.082 -1.152
C 2.652 -1.045 -1.205
C 1.984 0.181 -1.218
C 2.715 1.376 -1.171
C 4.092 1.330 -1.121
N 0.580 0.134 -1.276
N 0.000 1.234 -1.266
C -1.398 1.241 -1.310
C -1.993 2.496 -1.234
C -3.376 2.580 -1.248
C -4.116 1.415 -1.342
C -3.441 0.206 -1.432
N -2.116 0.113 -1.417
H 5.832 0.074 -1.083
H 4.552 -2.030 -1.139
H 2.076 -1.962 -1.244
H 2.178 2.312 -1.178
H 4.661 2.250 -1.085
H -1.358 3.366 -1.160
H -3.867 3.543 -1.197
H -5.197 1.432 -1.350
H -3.986 -0.728 -1.521
I -2.854 0.614 4.123
C -1.556 -0.715 3.155
C -0.664 -1.500 3.868
C 0.175 -2.347 3.161
C 0.084 -2.377 1.781
N -0.782 -1.627 1.095
C -1.585 -0.810 1.773
H -0.626 -1.455 4.948
H 0.888 -2.974 3.678
H 0.728 -3.027 1.198
H -2.277 -0.208 1.199

Results of the Löwdin charge analysis, in e, for atoms 1 through 5: Tl 0.831; C -0.053; C -0.062; C -0.041; C -0.257



# 2
C43H78CoN5O6 as an isolated structure in a non-equilibrium geometry, computed with wB97M-V/def2-TZVPD.

Total charge: -1
HOMO-LUMO gap (spin up / spin down) (eV): 6.30 / 6.41
Multiplicity: 4
E_HOMO (spin up / spin down) (eV): -3.825 / -3.935
DFT total energy (eV): -103214.4014

Element x y z (Å)
Co -1.198 -0.620 -0.469
C -3.439 1.091 -3.663
C -3.193 2.064 -2.526
C -3.809 3.416 -2.834
C -5.322 3.375 -2.687
C -5.614 2.921 -1.223
C -4.936 1.599 -0.825
N -3.543 1.616 -1.147
O -2.961 0.288 -0.945
C -5.722 0.372 -1.360
C -4.911 1.543 0.730
C -1.683 2.388 -2.559
H -3.113 1.508 -4.627
H -4.503 0.856 -3.735
H -2.817 0.207 -3.450
H -3.573 3.657 -3.915
H -3.326 4.214 -2.233
H -5.626 2.497 -3.267
H -5.866 4.308 -2.880
H -6.682 2.824 -1.148
H -5.246 3.704 -0.559
H -5.083 -0.522 -1.301
H -5.864 0.459 -2.439
H -6.646 0.217 -0.787
H -4.607 0.532 0.976
H -5.916 1.716 1.087
H -4.241 2.329 1.100
H -1.163 1.444 -2.461
H -1.395 3.093 -1.765
H -1.398 2.798 -3.542
C -2.746 -0.347 3.044
C -1.637 -1.352 3.451
C -2.203 -2.218 4.599
C -1.442 -3.466 4.898
C -1.378 -4.233 3.542
C -0.636 -3.456 2.450
N -1.352 -2.160 2.240
O -0.615 -1.464 1.263
C -0.743 -4.227 1.106
C 0.865 -3.335 2.717
C -0.386 -0.495 4.001
H -3.650 -0.898 2.748
H -2.518 0.237 2.113
H -2.831 0.321 3.907
H -3.244 -2.497 4.407
H -2.252 -1.633 5.526
H -1.935 -4.113 5.623
H -0.494 -3.176 5.304
H -2.385 -4.431 3.129
H -0.925 -5.232 3.654
H -0.448 -3.565 0.264
H -1.830 -4.333 0.944
H -0.255 -5.206 1.044
H 1.410 -4.267 2.535
H 1.154 -2.976 3.732
H 1.273 -2.582 2.013
H 0.403 -1.177 4.416
H -0.617 0.131 4.834
H 0.083 0.114 3.270
C 1.775 1.805 -2.023
C 2.125 0.485 -2.697
C 3.672 0.383 -2.921
C 4.239 -0.983 -3.171
C 3.851 -1.925 -2.029
C 2.276 -2.024 -1.890
N 1.668 -0.584 -1.770
O 0.272 -0.689 -1.883
C 1.947 -2.700 -0.572
C 1.671 -2.752 -3.100
C 1.402 0.516 -4.053
H 2.051 2.683 -2.594
H 2.208 1.847 -1.012
H 0.698 1.710 -1.872
H 4.270 0.846 -2.102
H 3.931 1.047 -3.783
H 5.320 -0.984 -3.329
H 3.725 -1.317 -4.079
H 4.304 -1.518 -1.095
H 4.241 -2.905 -2.189
H 0.890 -2.552 -0.220
H 2.610 -2.251 0.152
H 2.037 -3.776 -0.616
H 2.020 -3.796 -3.213
H 1.890 -2.255 -4.009
H 0.638 -2.833 -2.863
H 0.351 0.350 -3.789
H 1.867 -0.140 -4.807
H 1.434 1.511 -4.449
N -0.262 1.262 0.497
C 0.962 1.149 1.045
C 1.497 2.127 1.836
C 0.722 3.219 2.188
C -0.513 3.336 1.625
C -0.986 2.334 0.804
H 1.560 0.222 0.834
H 2.587 2.117 2.064
H 1.092 4.056 2.801
H -1.090 4.204 1.867
H -1.961 2.285 0.313
N -2.301 -2.391 -1.166
C -3.305 -2.859 -0.440
C -4.325 -3.604 -0.991
C -4.206 -4.033 -2.274
C -3.012 -3.735 -2.938
C -2.143 -2.824 -2.399
H -3.318 -2.552 0.640
H -5.169 -3.964 -0.472
H -5.024 -4.612 -2.775
H -2.994 -4.066 -3.944
H -1.303 -2.463 -3.009
C 3.462 -0.757 3.673
O 4.654 -0.197 3.107
C 4.756 -0.374 1.730
C 5.642 0.732 1.148
O 5.081 2.000 1.248
C 5.645 3.087 0.469
C 4.922 4.356 0.861
O 5.612 5.525 0.565
C 6.624 5.952 1.519
H 3.557 -1.845 3.645
H 2.615 -0.402 3.091
H 3.383 -0.498 4.724
H 3.790 -0.474 1.194
H 5.355 -1.302 1.475
H 5.687 0.527 0.069
H 6.649 0.659 1.577
H 5.384 2.769 -0.522
H 6.726 3.086 0.556
H 4.678 4.304 1.943
H 3.975 4.418 0.289
H 6.311 5.812 2.568
H 6.797 6.983 1.234
H 7.535 5.376 1.386

Results of the Löwdin charge analysis, in e, for atoms 1 through 5: Co 0.720; C -0.031; C -0.526; C -0.177; C -0.168



# 3
A 2-piece molecular cluster, C9H11O3 overall in a non-equilibrium geometry, computed with wB97M-V/def2-TZVPD.

Energy above the lowest of the compared OMol25 structures with the same formula, charge and spin (kJ/mol): 137.39
Total charge: -1
HOMO-LUMO gap (eV): 6.34
Multiplicity: 1
E_HOMO (eV): -3.712
DFT total energy (eV): -15654.8764

Element x y z (Å)
C -0.464 1.243 -2.681
C -1.480 0.434 -3.537
O -1.111 -0.226 -4.528
O -2.645 0.497 -3.061
H -0.320 2.228 -3.147
H 0.548 0.869 -2.499
H -0.935 1.301 -1.694
C 0.654 -1.828 -0.691
C 0.177 0.588 2.792
C 1.364 0.643 2.091
C -0.935 -0.116 2.333
C 1.458 -0.195 0.973
C -0.806 -0.896 1.187
C 0.415 -1.023 0.555
O -0.113 1.456 3.849
H 0.689 1.717 4.311
H 2.176 1.248 2.461
H -1.852 -0.149 2.879
H 2.479 -0.233 0.581
H -1.726 -1.392 0.853
H 1.567 -1.490 -1.186
H -0.116 -1.849 -1.471
H 0.974 -2.826 -0.368

Results of the Löwdin charge analysis, in e, for atoms 1 through 5: C -0.068; C -0.813; O -0.113; O -0.133; H 0.053



# 4
One molecule with the formula C23H19N3O6 in a non-equilibrium geometry, computed with wB97M-V/def2-TZVPD.

SMILES: COc1cc(/C=N\NC(=O)c2ccc(C)nc2)ccc1OC(=O)c1ccc2c(c1)OCO2
Total charge: 0
HOMO-LUMO gap (eV): 8.72
Multiplicity: 1
E_HOMO (eV): -8.495
DFT total energy (eV): -40913.3189

Element x y z (Å)
C -2.666 1.174 -2.956
H -2.877 1.235 -4.023
O -1.290 0.899 -2.859
C -0.741 0.766 -1.626
C -1.424 0.879 -0.427
C -0.765 0.716 0.795
C 0.604 0.465 0.803
C 1.303 0.359 -0.389
C 0.644 0.499 -1.595
O 1.253 0.354 -2.826
C 2.489 0.834 -3.067
O 3.165 1.416 -2.256
C 2.904 0.562 -4.461
C 4.196 0.921 -4.835
C 4.670 0.703 -6.122
C 3.800 0.118 -7.014
C 2.498 -0.240 -6.644
C 2.022 -0.031 -5.376
H 1.019 -0.301 -5.094
O 1.860 -0.792 -7.722
C 2.795 -0.776 -8.778
O 4.003 -0.202 -8.323
H 2.398 -0.181 -9.616
H 2.984 -1.806 -9.121
H 5.669 0.977 -6.416
H 4.832 1.378 -4.092
H 2.364 0.174 -0.378
H 1.147 0.404 1.733
C -1.551 0.845 2.026
N -1.509 0.155 3.094
N -0.692 -0.897 3.231
C -0.557 -1.623 4.387
O 0.258 -2.523 4.427
C -1.408 -1.252 5.540
C -2.739 -0.854 5.434
N -3.492 -0.569 6.478
C -2.980 -0.665 7.698
C -1.669 -1.089 7.914
C -0.879 -1.390 6.825
H 0.141 -1.727 6.942
H -1.286 -1.179 8.920
C -3.880 -0.308 8.838
H -3.445 0.500 9.424
H -4.014 -1.166 9.495
H -4.846 0.005 8.455
H -3.224 -0.770 4.473
H -0.101 -1.202 2.455
H -2.310 1.617 2.039
H -2.482 1.084 -0.416
H -2.920 2.128 -2.483
H -3.268 0.375 -2.513

Results of the Löwdin charge analysis, in e, for atoms 1 through 5: C -0.074; H 0.096; O -0.059; C -0.188; C 0.035